(1)
16
Properties=species:S:1:pos:R:3:lowdin_charge:R:1 method="wB97M-V/def2-TZVPD" spin_multiplicity=1 relative_energy_kj_mol=259.0 energy_ha=-325.83890 smiles="[H]/N=C(/C)OC1CC1" homo_ev=-9.437 homo_lumo_gap_ev=10.44
H 0.09 -2.62 -0.95 0.0570
N -0.86 -2.43 -0.66 0.1227
C -0.92 -1.26 -0.16 -0.4411
C -2.37 -0.77 -0.09 -0.0263
O 0.28 -0.60 0.00 -0.0165
C 0.67 0.61 0.61 -0.2945
C 1.25 1.68 -0.26 -0.0978
C 2.16 0.87 0.62 -0.0934
H -2.77 -0.40 0.85 0.0692
H -2.52 -0.04 -0.90 0.0813
H -2.95 -1.66 -0.39 0.0763
H 0.12 0.89 1.51 0.1472
H 1.28 1.46 -1.33 0.1071
H 1.08 2.73 -0.02 0.0998
H 2.80 0.14 0.13 0.1076
H 2.62 1.35 1.48 0.1015

=====

(2)
47
Properties=species:S:1:pos:R:3:lowdin_charge:R:1 method="wB97M-V/def2-TZVPD" spin_multiplicity=3 charge=+4 energy_ha=-1096.38654 homo_ev="-22.208 / -22.400" homo_lumo_gap_ev="4.83 / 5.92"
C 3.11 -0.38 -0.23 -0.0163
N 1.81 -0.40 -0.66 -0.1261
N 1.84 -0.41 -2.07 0.0209
C 3.12 -0.41 -2.48 0.0878
C 3.95 -0.38 -1.35 0.0763
B 0.52 -0.36 -2.92 -0.4515
N -0.49 -1.46 -2.53 0.0305
N -0.89 -1.61 -1.19 -0.1103
C -1.75 -2.68 -1.17 -0.0229
C -1.92 -3.17 -2.46 0.0943
C -1.10 -2.39 -3.28 0.1079
W -0.04 -0.37 0.26 1.8888
N -0.08 0.98 -2.47 -0.0078
N -0.33 1.22 -1.12 -0.1105
C -0.74 2.51 -1.00 -0.0328
C -0.79 3.06 -2.29 0.0706
C -0.34 2.08 -3.17 0.0758
H -0.96 2.93 -0.03 0.1219
H -0.22 2.06 -4.25 0.1749
H -1.11 4.04 -2.57 0.1410
H 0.75 -0.27 -4.11 0.1606
H -0.90 -2.47 -4.34 0.1801
H 3.36 -0.50 -3.53 0.1816
H -2.54 -3.99 -2.76 0.1550
H 5.02 -0.41 -1.36 0.1490
H -2.15 -3.07 -0.25 0.1218
H 3.34 -0.47 0.84 0.1104
H -2.30 -1.39 1.16 0.0837
C -1.44 -1.76 1.75 -0.0169
H -1.56 -2.85 1.87 0.1176
H -0.38 -1.77 1.31 -0.0087
H -1.44 -1.30 2.74 0.0902
C 2.06 -0.16 3.04 0.0167
C 0.83 0.64 3.12 -0.2339
C 0.33 1.40 4.18 0.1210
C -0.93 1.91 3.79 0.1191
C -1.21 1.42 2.52 -0.2621
C -2.44 1.60 1.73 0.0067
N -0.10 0.69 2.09 -0.1162
H 2.92 0.39 2.61 0.1201
H 1.92 -1.08 2.45 0.0843
H 2.39 -0.48 4.05 0.1403
H 0.80 1.51 5.14 0.1627
H -1.58 2.54 4.37 0.1617
H -3.35 1.31 2.29 0.1458
H -2.59 2.66 1.46 0.1331
H -2.44 1.01 0.80 0.0636

=====

(3)
16
Properties=species:S:1:pos:R:3:lowdin_charge:R:1 method="wB97M-V/def2-TZVPD" spin_multiplicity=1 relative_energy_kj_mol=298.3 energy_ha=-325.82394 smiles="O=C[C@@H]1CCCN1" homo_ev=-8.787 homo_lumo_gap_ev=9.74
O 1.26 1.02 1.97 0.0170
C 0.59 0.98 0.96 -0.2006
C 0.25 -0.49 0.61 -0.2848
C 0.83 -0.75 -0.83 -0.2115
C -0.14 -0.29 -1.84 -0.1779
C -1.47 0.08 -0.97 -0.1485
N -1.21 -0.40 0.46 -0.0273
H 0.18 1.95 0.68 0.1296
H 0.72 -1.10 1.41 0.1548
H 1.88 -0.41 -1.06 0.1142
H 1.14 -1.94 -0.91 0.1488
H 0.18 0.69 -2.24 0.1089
H -0.32 -1.08 -2.62 0.1162
H -2.20 -0.42 -1.55 0.0775
H -1.93 1.04 -0.91 0.0884
H -1.71 -1.23 0.71 0.0953

=====

(4)
17
Properties=species:S:1:pos:R:3:lowdin_charge:R:1 method="wB97M-V/def2-TZVPD" spin_multiplicity=1 relative_energy_kj_mol=409.3 energy_ha=-581.87749 homo_ev="-9.560 / -7.821" homo_lumo_gap_ev="9.43 / 5.66"
B -2.34 -0.19 2.46 -0.6084
C 0.43 1.03 -2.18 -0.1387
C 1.23 0.72 -0.91 -0.2244
C 0.52 -0.33 0.06 -0.3281
C -0.07 -1.47 -0.43 0.0059
S -2.18 -1.84 2.00 0.6916
H -1.78 0.58 1.79 -0.0436
H -3.02 0.33 3.18 -0.0444
H 0.37 0.19 -2.91 0.0817
H 0.88 1.87 -2.67 0.0588
H -0.54 1.32 -1.95 0.0461
H 1.55 1.56 -0.36 0.0768
H 2.09 0.12 -1.44 0.1336
H -0.37 0.31 0.62 0.1180
H 1.09 -0.38 1.01 0.1198
H -0.48 -1.46 -1.54 0.1196
H -0.43 -2.09 0.31 -0.0641

=====

(5)
85
Properties=species:S:1:pos:R:3:lowdin_charge:R:1 method="wB97M-V/def2-TZVPD" spin_multiplicity=3 charge=+1 relative_energy_kj_mol=61.3 energy_ha=-2800.57358 homo_ev="-9.208 / -9.208" homo_lumo_gap_ev="4.35 / 5.13"
V 0.20 1.17 2.81 1.0178
C 1.24 1.05 4.59 -0.2546
C 2.11 1.28 3.47 -0.2709
C 0.51 3.00 3.53 -0.2991
C 0.26 2.09 4.62 -0.2765
C 1.70 2.52 2.85 -0.2764
C 1.21 -0.11 5.52 0.0052
H 2.14 -0.68 5.53 0.1008
H 0.41 -0.80 5.23 0.0587
H 0.99 0.23 6.54 0.1109
C -0.93 2.07 5.49 0.0053
H -1.26 1.04 5.65 0.0806
H -1.76 2.62 5.04 0.0937
H -0.74 2.49 6.48 0.1138
C -0.47 3.99 3.06 0.0017
H -0.57 4.83 3.76 0.1161
H -1.46 3.52 3.00 0.1011
H -0.20 4.38 2.07 0.0963
C 2.22 3.08 1.59 0.0038
H 2.53 4.13 1.70 0.1141
H 1.44 3.08 0.81 0.0997
H 3.09 2.52 1.23 0.0934
C 3.18 0.34 3.05 -0.0039
H 4.12 0.51 3.60 0.1143
H 3.38 0.41 1.97 0.0802
H 2.87 -0.70 3.25 0.0961
C -0.19 -2.78 -0.24 -0.0997
C 0.97 -2.82 0.43 -0.1163
C 2.31 -2.25 0.05 -0.1767
C 2.52 -1.66 -1.37 -0.2031
C 1.98 -0.28 -1.64 -0.1160
C 0.71 0.16 -1.73 -0.1709
C -0.56 -0.56 -1.38 -0.2003
C -0.43 -2.09 -1.55 -0.2023
H 3.06 -3.05 0.14 0.1163
H 2.25 -2.40 -2.13 0.0970
H 2.58 -1.49 0.80 0.0849
H 0.39 -2.31 -2.23 0.0553
H -1.08 -3.31 0.15 0.1041
H 0.95 -3.28 1.43 0.0976
H -1.33 -2.51 -2.02 0.1014
H -0.87 -0.36 -0.34 0.0957
H 0.55 1.21 -1.96 0.0930
H -1.36 -0.16 -2.02 0.0798
H 3.61 -1.53 -1.49 0.1118
H 2.78 0.48 -1.72 0.1016
P -0.31 -0.31 -4.68 0.8402
P -0.28 2.45 -5.86 0.7766
C -0.48 -0.24 -6.55 -0.4404
C -0.93 1.13 -7.02 -0.4594
H -1.19 -1.02 -6.86 0.0729
H 0.50 -0.49 -6.98 0.0730
H -0.59 1.34 -8.04 0.0755
H -2.03 1.21 -7.00 0.0743
C -1.05 3.83 -6.81 -0.3415
H -0.71 4.78 -6.39 0.0284
H -2.14 3.76 -6.71 0.0313
H -0.78 3.78 -7.87 0.0383
C 1.39 2.57 -6.65 -0.3133
H 1.31 2.52 -7.75 0.0407
H 2.04 1.77 -6.29 0.0252
H 1.83 3.54 -6.37 0.0326
C -1.94 -1.15 -4.40 -0.2797
H -2.08 -1.44 -3.36 -0.0075
H -2.00 -2.04 -5.05 0.0449
H -2.75 -0.44 -4.67 0.0472
C 0.86 -1.72 -4.70 -0.2802
H 1.79 -1.39 -5.19 0.0469
H 0.43 -2.58 -5.23 0.0535
H 1.13 -2.01 -3.68 -0.0231
C -3.71 -1.53 4.49 -0.0407
C -2.36 -2.23 4.33 -0.6362
C -1.68 -2.41 5.69 -0.0469
C -2.52 -3.58 3.64 -0.0424
C -1.54 -1.38 3.49 -0.1381
C -0.95 -0.57 2.77 -0.0435
H -4.39 -2.11 5.13 0.0955
H -4.19 -1.43 3.51 0.0944
H -3.59 -0.54 4.92 0.0844
H -2.28 -3.02 6.38 0.0983
H -0.71 -2.91 5.57 0.0930
H -1.52 -1.44 6.19 0.0742
H -3.02 -3.44 2.68 0.0907
H -1.54 -4.04 3.48 0.0896
H -3.11 -4.28 4.23 0.0954

=====

(6)
64
Properties=species:S:1:pos:R:3:lowdin_charge:R:1 method="wB97M-V/def2-TZVPD" spin_multiplicity=2 energy_ha=-10742.09281 homo_ev="-6.294 / -8.525" homo_lumo_gap_ev="6.52 / 8.60"
Hf 0.36 0.04 -0.29 0.9504
Br -0.41 -1.10 -2.71 -0.0402
Br 1.65 -2.43 0.38 -0.0954
Br -0.45 0.86 2.28 -0.0731
O -3.90 -2.72 0.62 -0.2954
S -2.47 -2.64 0.93 0.6970
O -1.62 -1.57 0.39 -0.5046
O -2.09 -2.98 2.53 -0.2423
C -2.79 -2.31 3.53 -0.3232
C -3.41 -3.42 4.39 -0.0639
C -1.86 -4.26 0.24 -0.0960
H -3.54 -1.56 3.27 0.1037
H -2.17 -1.72 4.21 0.1108
H -2.62 -4.08 4.75 0.0806
H -4.13 -3.89 3.73 0.0760
H -4.01 -3.16 5.27 0.0751
H -2.01 -5.12 0.89 0.0678
H -0.78 -4.15 0.30 0.0014
H -2.15 -4.41 -0.80 0.0745
O 2.39 0.09 -1.84 -0.5403
S 3.36 0.24 -2.98 0.7506
O 4.19 1.42 -3.25 -0.2977
O 4.30 -1.14 -3.00 -0.2613
C 3.58 -2.35 -2.77 -0.3108
C 4.17 -3.41 -3.77 -0.0504
C 2.46 -0.04 -4.66 -0.0887
H 2.51 -2.31 -2.95 0.0732
H 3.81 -2.67 -1.76 0.0800
H 4.02 -2.93 -4.74 0.0621
H 3.53 -4.29 -3.88 0.0766
H 5.22 -3.69 -3.68 0.0770
H 2.30 -1.11 -4.76 0.0402
H 3.02 0.38 -5.49 0.0632
H 1.53 0.53 -4.60 0.0361
O -2.80 3.18 0.13 -0.2786
S -2.99 1.90 -0.53 0.6986
O -1.91 0.88 -0.72 -0.5549
O -4.19 1.03 0.19 -0.2514
C -4.97 1.71 1.20 -0.2589
C -5.84 0.62 1.88 -0.0492
C -3.80 2.10 -2.20 -0.0752
H -5.59 2.57 0.91 0.1163
H -4.41 2.19 2.00 0.1128
H -6.40 1.11 2.68 0.0766
H -5.21 -0.09 2.42 0.0589
H -6.52 0.13 1.19 0.0814
H -3.06 2.52 -2.89 0.0693
H -4.61 2.82 -2.09 0.0675
H -4.13 1.14 -2.57 0.0750
O 2.43 0.99 0.96 -0.5046
S 3.62 1.71 1.44 0.6841
O 4.94 1.43 0.89 -0.2733
O 3.48 3.34 1.41 -0.2496
C 4.08 4.02 0.35 -0.2849
C 3.39 5.35 -0.01 -0.0667
C 3.51 1.60 3.28 -0.0719
H 4.07 3.41 -0.55 0.1127
H 5.12 4.31 0.52 0.1219
H 3.59 5.82 -0.97 0.0798
H 3.43 6.15 0.73 0.0705
H 2.31 5.22 0.02 0.0715
H 3.51 0.54 3.50 0.0791
H 2.56 2.08 3.48 0.0593
H 4.42 2.14 3.56 0.0707

=====

So what do the calculations give for max |F|? Going down the list: 0.753 5.730 5.314 6.093 8.092 3.668 eV/Å.